Record 1
Here is a 8-piece molecular cluster, C32H70F12N5O8PS2 overall from OMol25. Energies are from the ωB97M-V functional and the def2-TZVPD basis.

Spin multiplicity: 1
Net charge: +2
HOMO energy in eV: -12.37

```
130
Properties=species:S:1:pos:R:3:forces:R:3
C 10.070073 -15.177342 -6.868234 0.2 -0.8 0.4
C 10.633752 -16.223945 -5.929278 -0.9 1.3 -0.4
O 10.077643 -16.769036 -5.035610 0.5 -0.1 0.1
N 12.092696 -16.505141 -6.174111 0.0 0.6 -0.7
H 12.111945 -17.092985 -7.015630 0.4 -0.9 0.5
H 12.529447 -15.659812 -6.580781 -0.1 0.4 0.2
C 12.892832 -16.819242 -4.949047 -0.2 -0.7 -0.8
H 9.166279 -14.848036 -6.362051 -0.1 0.2 -0.4
H 9.842638 -15.646563 -7.827696 -0.2 0.0 0.0
H 10.790326 -14.385692 -7.083001 -0.3 -0.1 0.0
H 12.713524 -17.831413 -4.596402 -0.1 0.0 -0.2
H 12.548240 -16.113888 -4.201886 0.3 0.1 0.0
H 13.918203 -16.675760 -5.277086 0.1 0.1 0.5
C 18.178300 -16.980372 -3.064726 0.5 -0.4 0.3
C 17.087573 -15.984599 -3.106715 0.8 0.1 -1.2
O 16.767681 -15.401638 -4.089380 -0.5 0.2 0.6
N 16.347945 -15.692927 -1.828539 -0.4 -0.2 -0.1
H 15.519797 -16.293270 -1.893765 -0.3 0.3 -0.1
H 16.766228 -16.063273 -0.972846 0.7 0.3 -0.2
C 15.904407 -14.233204 -1.651288 -0.7 -0.8 1.2
H 18.949096 -16.687167 -2.348029 -0.1 -0.1 0.1
H 18.631597 -17.015397 -4.051836 -0.1 0.0 0.0
H 17.828127 -17.984774 -2.816961 -0.1 0.1 0.2
H 14.954678 -14.131801 -2.162626 0.4 0.4 -0.4
H 16.675977 -13.511230 -1.889474 0.0 -0.2 -0.3
H 15.695629 -14.217480 -0.582557 0.0 0.6 0.0
C 18.548917 -8.537439 -5.801514 -0.2 -0.4 -0.7
C 17.123779 -7.973830 -5.652166 0.2 -1.8 0.6
C 16.148235 -8.935966 -6.385671 -0.2 1.3 -1.7
N 14.833753 -8.294765 -6.845501 -1.0 0.2 -0.3
C 15.110185 -7.483166 -8.122927 -0.3 -0.3 1.2
C 14.078802 -7.468168 -5.781428 1.5 0.9 -1.7
C 12.606034 -7.492780 -6.214229 -0.5 0.4 1.2
C 12.408655 -8.609506 -7.245398 0.5 0.9 -0.1
C 13.756398 -9.287841 -7.226570 0.7 -1.4 0.2
H 18.935766 -8.343089 -6.803773 0.1 0.1 0.1
H 18.522800 -9.626255 -5.703905 0.0 0.0 0.2
H 19.246107 -8.163151 -5.056258 -0.1 0.2 0.0
H 17.112961 -6.963431 -6.051682 -0.4 0.1 0.3
H 16.948350 -8.073383 -4.581140 -0.5 0.8 0.0
H 15.895001 -9.908564 -5.969665 0.3 0.2 0.6
H 16.596712 -9.084387 -7.370143 0.3 -0.7 0.1
H 15.870911 -6.724290 -7.955123 -0.1 0.0 0.2
H 14.166136 -7.021833 -8.399345 0.1 0.0 -0.3
H 15.462975 -8.203790 -8.855022 -0.2 0.1 -0.2
H 14.586264 -6.516313 -5.947288 -0.5 0.4 0.7
H 14.362949 -7.813729 -4.791273 -0.4 -0.4 -0.1
H 12.227349 -6.532715 -6.563020 0.4 0.1 -0.2
H 12.021818 -7.653681 -5.306093 -0.1 -0.3 -0.1
H 12.187891 -8.214489 -8.237345 0.0 0.1 0.0
H 11.567428 -9.248482 -6.994944 0.3 -0.3 0.1
H 13.961573 -9.819600 -8.156013 0.8 1.3 0.8
H 13.760969 -10.056064 -6.452172 0.1 0.1 0.1
C 9.846219 -11.300073 -5.264977 -1.3 -0.5 2.1
C 10.433795 -11.560245 -3.826870 1.4 0.2 -1.1
C 10.113598 -12.922897 -3.269343 -1.6 -0.8 0.9
N 10.701939 -13.279307 -1.904260 1.5 -1.2 0.0
C 10.548990 -12.137110 -0.932515 0.8 -0.4 -0.9
C 12.197073 -13.732429 -1.990448 -1.0 1.1 -0.5
C 12.493006 -14.503013 -0.706873 0.3 -0.2 -1.2
C 11.150179 -15.170885 -0.397166 -0.7 -0.6 0.7
C 10.100107 -14.556121 -1.315243 -0.7 1.0 0.0
H 9.612982 -12.284148 -5.669849 0.7 0.2 -0.9
H 10.407576 -10.564269 -5.828046 0.4 -0.6 -0.3
H 8.844983 -10.867954 -5.175817 0.0 0.1 0.2
H 10.267675 -10.702438 -3.179598 -0.4 -0.3 0.2
H 11.513265 -11.632479 -3.948672 0.0 0.5 0.0
H 10.406710 -13.743794 -3.924257 0.3 0.3 -0.2
H 9.043060 -13.092851 -3.109644 -0.1 0.3 0.0
H 10.971706 -12.422290 0.027499 -0.2 0.0 0.1
H 9.493631 -11.879011 -0.917872 0.1 0.1 0.3
H 11.177471 -11.364746 -1.368872 -0.2 0.4 0.4
H 12.810504 -12.877154 -2.273227 0.1 0.1 0.5
H 12.226187 -14.403595 -2.848678 -0.2 0.0 0.0
H 13.030342 -13.932589 0.046982 -0.4 0.2 0.2
H 13.162532 -15.281720 -1.084929 0.3 -0.1 0.5
H 10.766924 -15.154724 0.623860 0.5 0.6 0.2
H 11.175397 -16.251108 -0.550748 0.2 0.1 -0.4
H 9.223453 -14.192353 -0.781139 -0.1 -0.4 0.0
H 9.773251 -15.249143 -2.089097 0.1 0.3 -0.3
C 19.841399 -18.020766 -7.822354 0.3 -0.7 -0.5
C 19.302649 -16.925247 -8.760765 -0.1 0.7 0.4
C 18.910902 -15.718167 -7.904857 0.5 0.1 0.1
N 18.588778 -14.449996 -8.672124 -2.1 1.5 1.9
C 19.806718 -13.652660 -9.106248 -0.5 -2.0 0.0
C 17.445470 -14.689720 -9.733401 1.5 0.1 -0.6
C 16.614948 -13.437889 -9.877460 2.3 1.5 -0.4
C 16.956955 -12.601559 -8.656439 0.7 -0.5 1.3
C 17.782876 -13.510496 -7.749631 -0.1 0.0 -0.2
H 19.927981 -18.993309 -8.309244 -0.1 0.1 -0.3
H 19.229657 -18.249622 -6.947109 -0.3 0.5 0.0
H 20.853985 -17.830862 -7.464025 -0.1 0.4 0.0
H 18.490093 -17.244164 -9.412709 -0.2 -0.2 0.3
H 20.049157 -16.526093 -9.451354 0.4 -0.5 0.0
H 19.739735 -15.532536 -7.215855 0.3 0.5 -0.4
H 18.117785 -15.908633 -7.179630 -0.5 -0.1 -0.6
H 19.569684 -12.632058 -9.385621 -0.3 -0.2 -0.3
H 20.199706 -14.294771 -9.892219 0.6 0.7 -0.3
H 20.477474 -13.651586 -8.250241 0.1 0.0 -0.1
H 18.051123 -14.972355 -10.593035 -0.6 -0.3 -0.4
H 16.821319 -15.495935 -9.355883 0.3 -0.3 0.1
H 16.817069 -12.816080 -10.750861 0.7 -0.4 -0.3
H 15.542052 -13.602063 -9.999554 1.6 -0.4 0.4
H 17.474570 -11.689015 -8.953324 0.2 0.0 0.3
H 16.097885 -12.318343 -8.051466 0.5 -0.2 0.0
H 18.397649 -12.954664 -7.043267 0.4 -0.3 0.0
H 17.105822 -14.169937 -7.208040 0.0 0.1 0.1
C 13.966590 -9.501142 -2.091244 -1.6 -0.9 2.7
F 14.981076 -9.476553 -2.929472 -0.1 0.3 -0.6
F 13.508706 -8.299504 -1.752754 1.1 0.8 -0.3
F 12.859275 -10.049011 -2.668062 0.7 -0.8 -0.5
S 14.453719 -10.397931 -0.437473 0.5 0.4 3.4
O 15.685200 -9.718127 -0.014321 -1.4 -0.5 -1.4
O 13.351527 -10.240760 0.542157 0.8 0.1 -2.4
O 14.654181 -11.816483 -0.752180 -0.2 -0.1 -1.2
C 13.717831 -11.628505 -9.681980 -0.3 -1.5 -0.8
F 13.022138 -11.094610 -8.679839 -1.2 1.6 -4.6
F 13.597932 -10.938181 -10.803391 -0.5 0.5 0.1
F 15.034050 -11.570325 -9.374709 -1.6 1.0 -0.2
S 13.132363 -13.428899 -10.007718 -2.6 -1.5 -1.4
O 12.639615 -13.436263 -11.360748 0.4 1.0 0.0
O 14.344980 -14.236148 -9.910487 -2.8 -0.9 1.3
O 12.043679 -13.734928 -9.067469 1.5 0.5 0.3
P 13.603130 -13.148804 -5.936696 0.6 0.6 1.5
F 15.105620 -12.643577 -6.133807 0.6 -0.3 0.7
F 13.281429 -11.982029 -4.826747 0.5 0.6 -1.2
F 13.258337 -12.216026 -7.208436 -0.4 -3.4 4.6
F 12.103963 -13.683985 -5.626798 -0.5 -0.1 -1.1
F 13.909561 -14.473837 -6.865382 -0.4 0.4 0.3
F 14.018135 -14.037496 -4.589698 0.8 -0.5 -0.5
```
Forces are in eV/Å.

Atomic partial charges in e from the Löwdin method, atoms 1 to 6:
1 C 0.0338
2 C -0.4001
3 O 0.1700
4 N 0.0865
5 H 0.2062
6 H 0.1131

Record 2
Here is a 3-piece molecular cluster, C32H70N6O5P2SSi overall from OMol25. Energies are from the ωB97M-V functional and the def2-TZVPD basis.

Spin multiplicity: 1
HOMO energy in eV: -7.70

```
117
Properties=species:S:1:pos:R:3:forces:R:3
C 2.820978 1.905013 1.963089 0.5 0.2 1.2
Si 1.523231 1.244235 0.699811 0.1 0.2 -0.4
C 1.272864 -0.661698 0.928175 -0.2 -1.5 0.6
C -0.144694 2.139008 1.044892 -0.6 1.7 -0.2
C -0.548906 2.295293 2.624634 -1.0 -0.2 -0.9
C -2.163867 2.732390 2.633927 1.0 0.5 0.3
C -2.463502 4.136627 1.844394 -1.2 0.5 -0.3
C -4.106163 4.260024 1.553404 -0.1 0.6 -0.7
C -4.440054 4.379351 -0.074833 0.6 -0.3 -0.2
C -4.047917 2.979740 -0.900210 -1.1 1.3 0.3
C -5.282420 1.930028 -0.664243 0.0 0.6 0.9
C -4.843223 0.370729 -0.422589 -1.2 0.2 -0.4
C -3.468393 -0.096716 -1.181020 0.1 -1.1 0.5
C -3.069485 -1.582081 -0.522579 0.9 2.2 -0.2
S -4.619704 -2.646595 -0.571854 -2.0 -6.0 3.5
O -5.275583 -2.818122 0.852702 2.3 2.1 -5.0
O -4.310248 -4.088596 -1.062467 -0.8 5.8 0.3
O -5.734847 -1.804663 -1.596930 2.1 -0.5 2.0
C -6.138281 -0.550280 -0.944219 -0.9 1.3 0.6
C 2.006897 1.733731 -1.140716 0.6 0.4 -3.4
C 3.183964 2.832913 -1.454589 -2.8 -2.2 -3.4
C 3.468050 3.211250 -3.025969 -3.1 -2.7 1.6
C 2.554576 2.465494 -4.188833 -0.5 -0.7 3.1
C 1.383878 1.339577 -3.880519 1.9 1.7 4.0
C 1.094357 0.964465 -2.309845 3.2 3.2 -1.4
H 2.340079 1.872495 3.053869 1.0 0.2 -2.3
H 3.803364 1.257228 2.027107 -1.9 1.4 -0.3
H 3.070703 3.021183 1.701907 -0.3 -2.1 0.7
H 2.204585 -1.186003 1.446248 -1.9 1.1 -1.2
H 1.037727 -1.244721 -0.065112 0.5 1.2 1.9
H 0.361737 -0.824358 1.668532 1.8 0.3 -1.5
H -1.021254 1.668104 0.389967 1.7 0.8 1.5
H -0.024373 3.249239 0.622134 -0.2 -2.4 0.7
H 0.099507 3.127467 3.158063 -1.3 -1.8 -1.2
H -0.377106 1.246817 3.142577 -0.5 2.2 -0.7
H -2.771474 1.881659 2.089550 1.1 1.6 1.3
H -2.485767 2.893093 3.759396 0.3 -0.6 -2.4
H -1.960030 4.237221 0.791866 -0.7 -0.5 2.1
H -2.157572 5.112620 2.449953 -0.4 -2.3 -1.1
H -4.508583 5.251229 2.034808 0.7 -2.0 -0.8
H -4.692349 3.358113 2.013280 1.1 1.6 -0.8
H -5.580246 4.636554 -0.280819 2.4 -0.5 0.5
H -3.768962 5.236813 -0.525498 -1.4 -1.5 1.0
H -4.003924 3.249002 -2.062774 0.3 -0.7 2.6
H -3.012550 2.643646 -0.471896 -2.0 0.4 -1.0
H -6.081043 2.087796 -1.524891 1.8 -0.6 1.6
H -5.837045 2.278718 0.333827 1.1 -0.8 -2.1
H -4.807799 0.191931 0.755938 0.4 0.3 -2.6
H -3.579015 -0.210148 -2.344949 -0.1 0.3 2.3
H -2.534646 0.581867 -0.990739 -2.0 -1.1 -0.2
H -2.145768 -2.047911 -1.098310 -2.4 0.5 1.2
H -2.769293 -1.364991 0.610736 -1.0 -0.9 -2.4
H -6.798580 0.039813 -1.741848 1.8 -1.4 1.5
H -6.870836 -0.785737 -0.045694 1.7 0.4 -1.7
H 3.738540 3.299205 -0.521686 -1.1 -1.0 -2.4
H 4.288970 4.028830 -3.244018 -1.9 -2.1 0.1
H 2.736378 2.759928 -5.306957 -0.3 -0.6 2.4
H 0.716998 0.814836 -4.698274 1.7 1.4 1.6
H 0.246601 0.188971 -1.983950 2.1 1.9 -0.9
O 6.603802 2.342555 -4.366516 -3.7 -2.3 0.6
P 6.896041 1.094852 -5.235460 6.7 4.4 -0.7
N 8.280121 0.712803 -4.326343 1.3 0.0 1.9
C 9.605765 0.345673 -4.776312 -0.1 -0.3 -0.5
C 7.979094 -0.008088 -3.087420 -0.5 0.5 0.0
N 7.228821 2.063924 -6.612839 0.1 1.1 -1.9
C 8.443092 2.870533 -6.690912 0.3 -0.2 0.2
C 6.094662 2.925507 -6.988234 -0.2 -0.5 0.0
N 7.232014 -0.339569 -6.234440 -3.1 -2.5 0.0
C 7.992345 -0.358686 -7.482928 0.0 0.8 -0.4
C 5.981009 -1.078676 -6.446142 0.0 -0.5 0.1
H 9.655032 -0.689962 -5.128454 0.1 -0.2 -0.1
H 10.331609 0.445780 -3.961433 -0.3 0.0 0.2
H 9.985554 0.998821 -5.557029 -0.2 0.0 -0.1
H 7.814069 -1.070234 -3.286830 0.1 -0.3 0.1
H 7.074400 0.387764 -2.613918 0.1 0.0 -0.1
H 8.784930 0.096525 -2.354029 0.0 0.0 -0.2
H 8.635207 3.421692 -5.767918 0.1 0.1 0.1
H 8.397276 3.590877 -7.515787 -0.4 -0.1 0.1
H 9.309281 2.251044 -6.928233 0.0 0.0 0.2
H 6.037703 3.819728 -6.362214 -0.1 0.0 0.1
H 5.147239 2.380165 -6.890339 0.1 0.1 0.1
H 6.172890 3.238959 -8.034929 0.2 -0.1 0.1
H 7.476277 0.156135 -8.301634 0.1 0.0 0.0
H 8.161624 -1.394483 -7.804096 -0.3 -0.1 0.5
H 8.987981 0.071139 -7.371657 -0.2 0.2 0.1
H 5.319024 -0.542617 -7.134875 -0.1 -0.2 -0.1
H 5.451338 -1.203423 -5.495804 0.0 0.1 0.0
H 6.167556 -2.083301 -6.840117 0.0 0.1 0.0
O -2.441249 -2.792506 6.717130 1.9 0.4 -3.9
P -3.515876 -3.459779 5.824295 -3.3 -0.3 7.2
N -4.685455 -2.310573 6.270998 -0.7 2.1 0.7
C -6.058455 -2.506092 6.684798 -0.2 -0.4 -0.4
C -4.587449 -1.059837 5.515163 0.6 -0.2 0.1
N -3.533496 -4.869458 6.803843 0.1 -2.0 1.0
C -4.115162 -4.849312 8.142658 -0.3 0.2 0.0
C -2.210731 -5.510170 6.900501 0.0 0.0 -0.5
N -4.751320 -4.226910 4.797850 1.2 -0.2 -3.7
C -5.625351 -5.332747 5.185644 0.4 -0.5 0.6
C -4.158606 -4.544761 3.492564 -0.3 0.1 -0.5
H -6.720955 -2.727514 5.841569 -0.2 -0.1 -0.1
H -6.446310 -1.605374 7.173850 0.3 0.1 -0.2
H -6.170052 -3.287278 7.431563 0.1 -0.1 -0.1
H -5.058720 -1.161466 4.533977 -0.2 0.1 -0.2
H -3.540832 -0.779415 5.356007 0.0 -0.1 0.1
H -5.054248 -0.227252 6.050960 -0.1 -0.2 0.0
H -3.801738 -3.975722 8.718165 0.0 0.1 0.2
H -3.849107 -5.747162 8.712301 0.3 0.1 -0.3
H -5.204806 -4.878675 8.095912 0.0 0.2 0.0
H -1.565363 -5.005187 7.623873 0.1 0.1 -0.1
H -1.704833 -5.499050 5.926573 0.0 0.1 0.1
H -2.307015 -6.560768 7.195315 -0.2 0.1 0.0
H -5.081392 -6.274053 5.325990 -0.1 0.1 0.0
H -6.380744 -5.505206 4.408263 0.3 0.4 -0.2
H -6.192850 -5.118102 6.091345 0.3 0.1 0.0
H -3.458429 -5.383428 3.572109 0.0 -0.1 -0.2
H -3.608294 -3.679739 3.107663 0.0 0.0 0.0
H -4.925405 -4.789527 2.750003 0.1 0.0 0.1
```
Forces are in eV/Å.

Atomic partial charges in e from the Löwdin method, atoms 1 to 6:
1 C -0.2289
2 Si 0.5006
3 C -0.2223
4 C -0.3077
5 C -0.2405
6 C -0.2124

Going through the records in order, we get maximum force values of 5.74; 7.99 eV Å⁻¹.
Going through the records in order, we get Kohn-Sham gap values of 6.9614; 6.3265 eV.